Version a
This record from the OMol25 dataset describes a molecular structure, C18H48AsF6O18S6. The level of theory is the ωB97M-V functional and the def2-TZVPD basis.

Values from the calculation:
Total charge = -1
HOMO = -0.2220 hartree
M = 933.9 g mol⁻¹
2S+1 = 1
LUMO energy = 1.22 eV
HOMO-LUMO gap = 7.26 eV

Each line ends with the Mulliken charge.
CARTESIAN COORDINATES (ANGSTROEM)
As1 0.189 -0.252 -0.860  0.303
F1 -0.357 1.302 -0.071  3.797
F2 1.895 0.186 -0.533  -0.356
F3 0.727 -1.759 -1.599  -0.145
F4 -1.476 -0.688 -1.214  0.259
F5 0.218 0.625 -2.495  -0.791
F6 0.131 -1.036 0.758  0.074
O1 1.140 -5.185 0.720  -0.610
S1 0.601 -4.136 1.620  1.011
O2 0.069 -4.464 2.961  -0.688
O3 1.663 -2.850 1.759  -0.648
C1 2.280 -2.243 0.601  1.953
C2 2.935 -0.926 0.996  -1.626
C3 -0.801 -3.219 0.721  0.418
H1 1.538 -2.137 -0.190  -1.462
H2 2.977 -2.968 0.180  0.563
H3 2.237 -0.227 1.457  0.373
H4 3.324 -0.446 0.098  0.530
H5 3.791 -0.964 1.669  0.487
H6 -1.120 -2.377 1.336  -0.366
H7 -1.599 -3.958 0.650  0.548
H8 -0.461 -2.902 -0.265  -0.639
O4 0.224 5.899 -0.638  -0.631
S2 -0.677 4.954 -1.356  1.060
O5 -1.858 5.288 -2.170  -0.671
O6 0.285 3.956 -2.346  -0.512
C4 1.654 3.649 -1.857  -1.362
C5 2.126 2.206 -1.787  -1.737
C6 -1.184 3.671 -0.059  -0.406
H9 1.929 4.215 -0.967  0.442
H10 2.277 4.069 -2.646  0.535
H11 1.420 1.707 -1.123  0.601
H12 3.074 1.992 -1.296  0.830
H13 1.912 1.757 -2.757  0.708
H14 -1.537 4.294 0.763  0.728
H15 -0.296 3.119 0.249  -0.817
H16 -1.955 3.001 -0.439  0.061
O7 0.353 3.502 4.056  -0.703
S3 0.454 3.038 2.698  1.183
O8 0.254 3.922 1.544  -0.648
O9 1.858 2.140 2.538  -0.653
C7 2.250 1.696 1.195  0.411
C8 3.716 1.098 1.221  -1.688
C9 -0.803 1.620 2.427  -0.656
H17 2.287 2.651 0.672  0.586
H18 1.591 1.049 0.616  -0.228
H19 4.399 1.877 1.559  0.524
H20 4.031 0.851 0.207  0.478
H21 3.872 0.141 1.719  -0.010
H22 -1.779 2.085 2.288  0.430
H23 -0.726 0.954 3.286  0.671
H24 -0.570 1.247 1.429  -0.583
O10 -1.540 1.651 5.239  -0.551
S4 -2.677 1.083 4.518  1.339
O11 -3.914 1.861 4.240  -0.654
O12 -2.052 0.587 3.031  -0.283
C10 -2.999 0.416 2.003  -1.301
C11 -2.369 -0.694 1.081  -1.074
C12 -3.097 -0.591 5.117  -1.042
H25 -3.138 1.320 1.410  0.411
H26 -3.983 0.128 2.373  0.923
H27 -3.131 -1.114 0.424  0.444
H28 -1.947 -1.478 1.708  0.799
H29 -1.472 -0.342 0.571  -0.509
H30 -4.027 -0.886 4.631  0.338
H31 -3.339 -0.429 6.167  0.489
H32 -2.352 -1.376 4.992  0.312
O13 -3.313 1.137 0.152  -0.653
S5 -3.986 1.182 -1.159  1.095
O14 -5.349 1.745 -1.187  -0.794
O15 -3.043 1.913 -2.305  -0.668
C13 -1.651 1.613 -2.399  0.915
C14 -1.028 2.637 -3.295  -2.062
C15 -4.050 -0.541 -2.023  -0.606
H33 -1.535 0.631 -2.857  1.318
H34 -1.219 1.478 -1.407  -1.281
H35 0.052 2.545 -3.187  0.146
H36 -1.595 3.539 -3.062  0.598
H37 -1.243 2.494 -4.354  0.273
H38 -4.295 -0.153 -3.012  0.429
H39 -4.877 -1.055 -1.533  0.419
H40 -3.090 -1.013 -1.814  -0.331
O16 3.097 -2.270 -1.824  -0.514
S6 2.592 -2.927 -3.062  1.006
O17 3.319 -2.785 -4.346  -0.677
O18 2.494 -4.565 -2.692  -0.468
C16 2.191 -4.937 -1.355  0.253
C17 3.448 -5.407 -0.697  -1.277
C18 0.817 -2.590 -3.395  -0.509
H41 1.518 -5.781 -1.207  0.635
H42 1.758 -4.110 -0.793  -0.289
H43 3.292 -5.713 0.337  0.301
H44 4.026 -4.485 -0.623  0.327
H45 3.783 -6.230 -1.327  0.363
H46 0.745 -1.542 -3.687  0.041
H47 0.260 -2.797 -2.481  -0.139
H48 0.436 -3.171 -4.235  0.584



Version b
This record from the OMol25 dataset describes a molecular structure, C18H48AsF6O18S6. The level of theory is the ωB97M-V functional and the def2-TZVPD basis.

Values from the calculation:
Total charge = -1
HOMO = -0.3212 hartree
M = 933.9 g mol⁻¹
2S+1 = 1
LUMO energy = 1.87 eV
HOMO-LUMO gap = 10.61 eV

Each line ends with the Mulliken charge.
CARTESIAN COORDINATES (ANGSTROEM)
As1 0.506 -1.087 0.710  2.224
F1 -0.171 0.370 0.070  -0.509
F2 1.075 -0.209 2.117  -0.530
F3 1.178 -2.520 1.374  -0.535
F4 -0.005 -1.916 -0.708  -0.526
F5 2.031 -0.688 -0.004  -0.551
F6 -0.969 -1.417 1.557  -0.478
O1 -3.675 -3.566 -0.330  -0.645
S1 -4.042 -2.370 -0.993  1.269
O2 -3.732 -2.181 -2.367  -0.603
O3 -5.628 -2.210 -0.874  -0.319
C1 -6.198 -2.572 0.396  0.174
C2 -7.690 -2.371 0.302  -1.369
C3 -3.460 -0.968 -0.084  -0.495
H1 -5.785 -2.035 1.259  0.051
H2 -5.954 -3.603 0.668  0.315
H3 -8.263 -3.006 -0.374  0.336
H4 -7.977 -1.346 0.057  0.321
H5 -8.122 -2.568 1.292  0.396
H6 -2.384 -0.847 -0.236  -0.020
H7 -3.583 -1.171 0.976  0.041
H8 -3.981 -0.091 -0.456  0.443
O4 3.069 -1.444 -4.031  -0.573
S2 3.582 -2.704 -3.630  1.273
O5 3.671 -3.752 -4.590  -0.732
O6 5.003 -2.494 -2.951  -0.266
C4 6.082 -3.390 -3.271  -0.299
C5 6.410 -4.194 -2.036  -1.030
C6 2.661 -3.310 -2.235  -0.786
H9 6.956 -2.826 -3.621  0.288
H10 5.870 -3.975 -4.167  0.319
H11 6.836 -3.673 -1.180  0.299
H12 7.190 -4.930 -2.276  0.363
H13 5.534 -4.752 -1.699  0.261
H14 1.688 -2.826 -2.260  0.063
H15 3.150 -3.134 -1.285  0.394
H16 2.511 -4.370 -2.427  0.385
O7 5.801 1.002 5.005  -0.625
S3 4.475 0.931 5.500  1.202
O8 4.214 0.684 6.881  -0.654
O9 3.659 2.257 5.117  -0.281
C7 2.405 2.463 5.769  -0.020
C8 1.893 3.797 5.219  -1.205
C9 3.525 -0.186 4.512  -0.664
H17 2.509 2.520 6.853  0.310
H18 1.645 1.698 5.579  0.265
H19 2.672 4.537 5.440  0.344
H20 0.937 4.169 5.566  0.374
H21 1.961 3.737 4.129  0.202
H22 4.076 -1.109 4.366  0.497
H23 3.187 0.294 3.600  -0.021
H24 2.606 -0.397 5.059  0.346
O10 -3.667 2.329 5.044  -0.650
S4 -2.775 1.215 5.101  1.325
O11 -1.718 1.216 6.039  -0.635
O12 -3.533 -0.156 5.385  -0.348
C10 -4.688 -0.479 4.600  0.272
C11 -5.871 0.462 4.734  -1.180
C12 -2.045 0.965 3.498  0.050
H25 -4.938 -1.528 4.743  0.392
H26 -4.358 -0.485 3.553  -0.283
H27 -5.997 0.779 5.767  0.310
H28 -6.787 -0.093 4.502  0.417
H29 -5.818 1.258 4.002  0.307
H30 -2.044 1.953 3.048  0.419
H31 -2.683 0.318 2.898  -0.542
H32 -1.088 0.460 3.561  0.193
O13 0.411 1.480 -6.128  -0.707
S5 -0.616 1.249 -5.173  1.280
O14 -0.838 2.125 -4.073  -0.624
O15 -2.029 1.133 -5.900  -0.280
C13 -2.027 0.658 -7.241  -0.169
C14 -3.351 1.050 -7.854  -1.248
C15 -0.423 -0.382 -4.520  -0.598
H33 -1.890 -0.426 -7.300  0.277
H34 -1.207 1.100 -7.808  0.347
H35 -4.149 0.334 -7.623  0.302
H36 -3.326 0.937 -8.943  0.374
H37 -3.692 2.035 -7.549  0.318
H38 -0.901 -0.389 -3.556  0.206
H39 0.643 -0.588 -4.482  0.149
H40 -0.885 -1.070 -5.221  0.391
O16 2.758 5.689 -1.866  -0.669
S6 3.044 4.305 -2.024  1.281
O17 4.234 3.913 -2.708  -0.686
O18 3.090 3.730 -0.553  -0.297
C16 3.620 2.412 -0.258  -0.324
C17 3.283 2.165 1.205  -0.555
C18 1.654 3.543 -2.806  -0.863
H41 4.705 2.436 -0.361  0.225
H42 3.256 1.648 -0.948  0.334
H43 4.138 2.454 1.817  0.376
H44 3.142 1.122 1.502  -0.136
H45 2.321 2.589 1.489  0.292
H46 0.781 4.150 -2.579  0.366
H47 1.496 2.537 -2.430  0.214
H48 1.817 3.595 -3.878  0.362



Tell me which of them is the most stable. Sure, it is version b.



Version a
This record from the OMol25 dataset describes 2 unconnected molecules or ions with the total composition C3H11NS2. The level of theory is the ωB97M-V functional and the def2-TZVPD basis.

Values from the calculation:
HOMO = -0.3150 hartree
M = 125.3 g mol⁻¹
2S+1 = 1
LUMO energy = 0.25 eV
HOMO-LUMO gap = 8.82 eV
SMILES string = CN(C)C.SS

Each line ends with the Mulliken charge.
CARTESIAN COORDINATES (ANGSTROEM)
S1 1.158 1.552 3.500  -0.149
S2 -0.308 0.078 3.677  -0.163
H1 1.641 1.093 2.339  0.129
H2 -0.853 0.661 4.752  0.152
C1 0.768 0.635 -0.570  -0.774
N1 -0.420 0.109 -1.194  -0.128
C2 -0.102 -0.546 -2.448  -0.956
C3 -1.133 -0.776 -0.301  -0.810
H3 1.251 1.360 -1.229  0.338
H4 1.520 -0.139 -0.336  0.348
H5 0.520 1.158 0.353  0.169
H6 -1.018 -0.899 -2.914  0.328
H7 0.372 0.162 -3.121  0.319
H8 0.567 -1.409 -2.313  0.339
H9 -2.042 -1.133 -0.788  0.308
H10 -1.387 -0.245 0.615  0.232
H11 -0.534 -1.661 -0.021  0.317



Version b
This record from the OMol25 dataset describes 2 unconnected molecules or ions with the total composition C3H11NS2. The level of theory is the ωB97M-V functional and the def2-TZVPD basis.

Values from the calculation:
HOMO = -0.3269 hartree
M = 125.3 g mol⁻¹
2S+1 = 1
LUMO energy = 0.37 eV
HOMO-LUMO gap = 9.26 eV
SMILES string = CNC.CSS

Each line ends with the Mulliken charge.
CARTESIAN COORDINATES (ANGSTROEM)
C1 -1.384 -0.530 2.044  -0.728
S1 -1.128 -1.813 0.718  -0.078
S2 0.879 -1.392 0.211  -0.265
H1 -1.066 0.471 1.822  0.282
H2 -0.781 -0.831 2.950  0.295
H3 -2.375 -0.616 2.128  0.289
H4 1.428 -2.316 1.031  0.171
C2 1.516 2.697 -0.800  -0.694
N1 0.645 2.498 -1.933  -0.423
C3 -0.489 1.614 -1.464  -0.216
H5 1.108 3.368 -0.001  0.254
H6 1.833 1.719 -0.203  0.160
H7 2.514 3.125 -1.108  0.313
H8 1.235 2.082 -2.632  0.285
H9 -0.045 0.729 -0.916  -0.232
H10 -1.092 1.016 -2.153  0.340
H11 -1.141 2.363 -0.934  0.248



Tell me which of them is the most stable. Sure, it is version a.



Version a
This record from the OMol25 dataset describes a gas-phase ion, C2H8NS2 (charge +1). The level of theory is the ωB97M-V functional and the def2-TZVPD basis.

Values from the calculation:
Total charge = +1
HOMO = -0.4455 hartree
M = 110.2 g mol⁻¹
2S+1 = 1
LUMO energy = -4.01 eV
HOMO-LUMO gap = 8.11 eV
SMILES string = [NH3+]CCSS

Each line ends with the Mulliken charge.
CARTESIAN COORDINATES (ANGSTROEM)
N1 -1.209 0.030 1.429  -0.286
C1 -0.057 0.181 0.474  -0.524
C2 -0.323 -0.434 -0.895  -0.794
S1 0.689 0.322 -2.181  -0.013
S2 2.569 -0.131 -1.346  -0.229
H1 -2.141 0.039 1.007  0.348
H2 -1.162 -0.904 1.849  0.378
H3 -1.219 0.723 2.176  0.353
H4 0.120 1.250 0.324  0.341
H5 0.822 -0.220 0.966  0.410
H6 -1.366 -0.393 -1.200  0.409
H7 0.042 -1.463 -0.872  0.392
H8 3.235 0.998 -1.733  0.215



Version b
This record from the OMol25 dataset describes a gas-phase ion, C2H8NS2 (charge +1). The level of theory is the ωB97M-V functional and the def2-TZVPD basis.

Values from the calculation:
Total charge = +1
HOMO = -0.4208 hartree
M = 110.2 g mol⁻¹
2S+1 = 1
LUMO energy = -4.05 eV
HOMO-LUMO gap = 7.40 eV

Each line ends with the Mulliken charge.
CARTESIAN COORDINATES (ANGSTROEM)
S1 -0.925 -0.189 -1.596  0.110
S2 -1.727 -1.551 -2.794  -0.161
H1 -1.071 1.148 -1.456  0.222
H2 -2.259 -2.435 -1.897  0.198
C1 0.858 0.594 0.345  -0.908
C2 0.345 -0.630 -0.210  -0.444
N1 0.709 0.965 1.770  -0.272
H3 1.121 1.421 -0.307  0.459
H4 1.203 -1.115 -0.687  0.363
H5 -0.199 -1.287 0.447  0.392
H6 0.373 1.923 1.891  0.346
H7 0.015 0.327 2.168  0.335
H8 1.556 0.829 2.324  0.359



Version c
This record from the OMol25 dataset describes 2 unconnected molecules or ions with the total composition C2H8NS2. The level of theory is the ωB97M-V functional and the def2-TZVPD basis.

Values from the calculation:
Total charge = +1
HOMO = -0.4929 hartree
M = 110.2 g mol⁻¹
2S+1 = 1
LUMO energy = -4.67 eV
HOMO-LUMO gap = 8.74 eV

Each line ends with the Mulliken charge.
CARTESIAN COORDINATES (ANGSTROEM)
C1 0.660 0.810 -0.628  -0.889
C2 0.972 -0.165 0.485  0.823
N1 1.012 0.413 1.666  -0.374
S1 1.287 -1.825 0.332  -0.087
S2 -2.424 -0.404 -0.348  -0.311
H1 -0.384 0.701 -0.934  0.100
H2 0.699 1.889 -0.260  0.308
H3 1.187 0.566 -1.611  0.352
H4 0.852 -0.170 2.529  0.274
H5 -2.151 -0.416 -1.585  0.167
H6 0.910 1.423 1.663  0.226
H7 1.028 -1.845 -1.051  0.217
H8 -3.647 -0.977 -0.257  0.193



Tell me which of them is the most stable. Sure, it is version a.